[1]
ORCA calculation (wB97M-V/def2-TZVPD) on a molecular structure, C4H11BrNO.

The value obtained for the relative energy (zero: lowest compared OMol25 entry of this formula, charge and spin) is 198.97 kJ/mol. The gap between HOMO and LUMO comes out at 6.0 eV. Its calculated total energy is -2862.9929 Eh. As for the LUMO energy: 0.1309 Ha.

```
! wB97M-V def2-TZVPD RIJCOSX def2/J DEFGRID3
* xyz -1 1
H -2.063 21.305 -18.758
H -1.982 22.313 -20.680
C -1.915 24.387 -20.417
H -0.798 22.342 -18.043
H 0.559 21.970 -20.192
H 0.640 23.485 -19.810
C -1.344 22.963 -20.081
C -1.694 22.327 -18.663
C -3.187 23.910 -22.406
Br 1.147 25.110 -20.848
H -3.996 24.602 -22.172
H -2.939 24.429 -20.046
N 0.082 22.845 -20.357
H -3.551 22.951 -22.038
O -1.992 24.427 -21.803
H -1.301 25.193 -20.016
H -2.467 22.989 -18.274
H -2.919 23.745 -23.450
*
```

=====

[2]
ORCA calculation (wB97M-V/def2-TZVPD) on C3H9N3O in the gas phase.

The value obtained for the relative energy (zero: lowest compared OMol25 entry of this formula, charge and spin) is 528.93 kJ/mol. Its structure (SMILES) is CCN[C@H](N)N=O. The gap between HOMO and LUMO (alpha / beta) comes out at 7.9 / 7.9 eV. Its calculated total energy is -359.0430 Eh. As for the LUMO energy (alpha / beta): 0.0301 / 0.0302 Ha.

```
! wB97M-V def2-TZVPD RIJCOSX def2/J DEFGRID3
* xyz 0 1
H -1.460 0.222 -1.075
C -1.777 -1.565 0.129
O 3.095 0.215 -0.773
H 0.666 -0.238 -1.388
H -1.428 -1.988 1.070
N 2.536 0.042 0.273
H 1.379 2.043 -0.760
H 0.618 0.324 1.525
N 0.857 1.890 0.099
H -1.487 0.502 0.642
N 0.480 -0.502 -0.422
C -1.156 -0.210 -0.118
C 0.820 0.517 0.477
H 1.250 2.473 0.826
H -1.529 -2.254 -0.677
H -2.863 -1.470 0.170
*
```

=====

[3]
ORCA calculation (wB97M-V/def2-TZVPD) on C8H10NO3P in the gas phase.

The value obtained for the relative energy (zero: lowest compared OMol25 entry of this formula, charge and spin) is 614.99 kJ/mol. Its structure (SMILES) is C=C1C=CC=C[C@H]1O/[N+]([O-])=P\OC. The gap between HOMO and LUMO comes out at 8.0 eV. Its calculated total energy is -932.4362 Eh. As for the LUMO energy: -0.0096 Ha.

```
! wB97M-V def2-TZVPD RIJCOSX def2/J DEFGRID3
* xyz 0 1
H -3.039 2.977 0.437
C 1.413 -1.064 1.426
H 2.044 0.545 -2.143
C 2.714 0.303 -0.074
C -0.149 -1.059 -2.021
H 1.186 -1.418 2.516
H 3.664 0.914 -0.208
H 3.228 -0.179 1.988
H -1.535 2.528 1.406
H 0.279 -2.437 0.393
H -1.431 3.046 -0.369
O -2.141 1.309 -0.454
C -2.083 2.504 0.324
H -0.962 -1.746 -2.109
N -2.081 -0.886 0.623
C 1.854 0.118 -1.109
C 0.290 -1.313 0.428
O -2.377 -2.073 0.875
C 2.490 -0.245 1.234
H -0.038 -0.639 -3.020
O -0.838 -0.477 0.876
P -3.166 0.061 -0.086
C 0.678 -0.769 -0.935
*
```

=====

[4]
ORCA calculation (wB97M-V/def2-TZVPD) on a molecular structure, C31H42N6O4Sn.

The value obtained for the relative energy (zero: lowest compared OMol25 entry of this formula, charge and spin) is 0.00 kJ/mol. The gap between HOMO and LUMO comes out at 7.1 eV. Its calculated total energy is -2049.8108 Eh. As for the LUMO energy: -0.2018 Ha.

```
! wB97M-V def2-TZVPD RIJCOSX def2/J DEFGRID3
* xyz 2 1
C -1.184 0.381 -5.803
H -0.046 -5.159 2.680
N 1.241 -1.375 0.830
C 3.425 -2.003 1.651
C -0.558 1.911 1.559
H 5.343 -2.547 2.470
H 0.670 -4.126 -1.676
O -2.122 -1.850 -5.758
C -1.586 -0.794 -5.163
H -1.319 -1.712 -7.675
H -1.013 -5.005 0.072
N 0.686 -3.230 2.190
H 0.490 3.818 0.223
H -1.752 -1.806 -3.287
H -1.587 -3.801 1.245
H 5.572 -0.448 3.750
H -2.944 3.711 1.559
H -3.516 1.273 -1.358
Sn 1.377 0.396 -0.662
H -0.308 2.286 -5.563
N -1.248 2.729 0.705
C -1.218 -3.945 0.234
H -0.929 4.216 -0.751
C 1.905 2.473 2.790
C 3.724 0.391 3.035
O -1.788 -0.599 0.201
H -1.700 0.166 4.049
C 0.654 -2.542 1.020
H -2.712 -2.795 -7.440
H 1.710 -4.951 2.761
H -2.968 -1.035 -7.480
H -0.492 4.175 -4.011
H 0.823 -1.554 3.449
H 0.916 -5.071 1.191
H 1.086 3.592 -4.526
C -1.979 -0.156 -0.899
H -1.287 0.504 -6.870
H -2.651 2.569 3.873
H 3.310 -2.936 1.112
C -0.446 1.314 -3.661
H 1.249 3.321 2.636
C 3.909 1.596 3.753
H -1.014 2.779 4.527
C 4.706 -0.625 3.127
C -0.631 1.394 -5.048
C 2.414 -1.077 1.584
H -4.065 -0.371 -1.034
C -1.433 -0.894 -3.773
H -3.120 3.150 -0.091
C 2.565 0.201 2.226
C -0.586 3.956 0.248
C 3.012 2.615 3.644
C -0.823 0.417 3.453
H -2.002 -3.643 -0.464
C 4.576 -1.787 2.426
C 1.654 1.306 2.112
H 4.788 1.697 4.375
H -0.835 4.780 0.923
H -3.134 1.973 1.240
C -3.300 0.218 -1.531
O -0.799 -0.099 -1.643
C 0.448 -3.105 -1.354
O 0.558 2.327 -1.781
C 0.442 3.735 -3.659
N -1.080 1.671 2.772
H 1.363 -2.521 -1.418
N -0.049 -3.114 0.007
C 0.812 -4.685 2.200
H -0.670 -0.354 2.703
N 0.566 1.307 1.168
H -3.324 0.051 -2.599
C 0.950 -2.628 3.486
C -1.607 2.743 3.611
C -0.898 0.135 -3.047
C -2.285 -1.831 -7.184
C -2.689 2.897 0.877
H 1.968 -2.842 3.819
H 0.250 -3.044 4.212
H 0.930 4.414 -2.966
H -1.510 3.703 3.114
H -0.287 -2.689 -2.040
H 0.048 0.482 4.112
H 3.163 3.546 4.174
C 0.192 2.434 -2.957
*
```

=====

[5]
ORCA calculation (wB97M-V/def2-TZVPD) on a molecular structure, C41H37IrN7O3S.

The value obtained for the relative energy (zero: lowest compared OMol25 entry of this formula, charge and spin) is 111.64 kJ/mol. The gap between HOMO and LUMO (alpha / beta) comes out at 6.1 / 3.4 eV. Its calculated total energy is -2695.5714 Eh. As for the LUMO energy (alpha / beta): -0.2140 / -0.3145 Ha.

```
! wB97M-V def2-TZVPD RIJCOSX def2/J DEFGRID3
* xyz 2 2
O 9.994 -1.136 3.677
H 5.800 0.265 3.902
H -6.452 3.278 1.950
H 9.498 -1.428 1.036
C 3.502 0.307 -0.077
N 0.397 1.054 -1.826
C 3.114 0.675 1.237
C -3.439 -0.518 -2.244
H -1.482 3.087 1.515
H -6.065 0.253 1.665
C -3.297 4.815 -1.961
C -4.457 -1.326 -2.722
C 5.151 0.037 1.363
H 11.903 -1.788 3.736
C 2.997 0.401 -2.565
C 1.805 1.231 1.498
C 8.692 -1.064 1.655
H -2.594 -6.224 -3.232
C 0.763 1.069 -3.103
H -2.916 1.388 1.556
H -2.111 -6.588 0.469
C -1.981 -5.425 -1.339
N -3.604 0.344 -1.221
O -0.043 -1.250 -3.689
C 11.149 -1.645 2.972
C -5.907 -0.200 -1.178
C 6.411 -0.281 1.900
H -4.949 1.288 0.025
C -2.137 -6.728 -0.610
H -2.020 3.341 -2.832
C -4.072 4.316 0.245
C -4.040 5.164 -0.847
C 0.903 1.194 0.445
H -4.650 4.610 1.110
H -6.885 -0.011 -0.764
H 5.366 -0.433 -0.715
C -5.224 0.546 2.303
H -5.531 0.357 3.337
H 0.010 1.354 -3.820
C -0.593 2.491 1.555
C -2.590 3.623 -1.954
O -2.204 -1.611 -4.822
Ir -1.561 1.044 -1.183
H -0.049 3.208 3.491
C 6.619 -0.105 3.302
S -1.454 -1.526 -3.610
C -4.826 0.530 -0.725
C 7.484 -0.767 1.104
H -2.333 -4.088 -4.448
H -1.082 -2.188 -0.820
C -3.529 2.292 1.621
H 3.998 0.120 -2.865
C -1.399 -3.078 -1.349
C 8.881 -0.884 3.053
H -4.592 6.093 -0.824
H -3.264 5.458 -2.830
H 2.293 0.753 -4.561
C -1.682 -3.023 -2.706
H -4.293 -2.016 -3.531
C -2.617 2.775 -0.853
H -3.068 2.934 2.386
N -2.115 -0.375 -2.633
H -6.543 -1.743 -2.526
C -3.393 3.092 0.284
H -5.141 3.787 3.025
C 7.817 -0.398 3.862
C 2.067 0.753 -3.507
C -2.110 -4.151 -3.392
H -6.246 2.515 3.525
C -2.255 -5.343 -2.702
H -1.333 -7.414 -0.881
C 1.333 0.821 -0.885
H -1.351 -4.323 0.388
N 4.121 0.514 2.087
C 2.639 0.462 -1.205
H 11.487 -0.911 2.242
H 8.002 -0.275 4.920
H 2.126 1.934 3.515
H -4.394 -0.128 2.081
C -5.712 -1.152 -2.165
C -5.704 2.919 2.667
H -3.078 -7.212 -0.870
N -0.348 1.725 0.502
C -1.554 -4.276 -0.674
H 7.360 -0.907 0.038
N -4.805 1.917 2.154
H 10.906 -2.594 2.499
C 0.256 2.585 2.663
N 4.786 -0.086 0.031
C 1.446 1.899 2.675
*
```

=====

[6]
ORCA calculation (wB97M-V/def2-TZVPD) on C3H9N5O in the gas phase.

The value obtained for the relative energy (zero: lowest compared OMol25 entry of this formula, charge and spin) is 159.55 kJ/mol. Its structure (SMILES) is NN/C(N)=C(/N)C(N)=O. The gap between HOMO and LUMO comes out at 8.2 eV. Its calculated total energy is -468.6654 Eh. As for the LUMO energy: 0.0228 Ha.

```
! wB97M-V def2-TZVPD RIJCOSX def2/J DEFGRID3
* xyz 0 1
N -1.010 1.601 1.256
H -1.277 -2.088 -1.102
H -0.245 1.500 1.909
C -0.931 1.017 0.004
H -0.289 -2.053 1.254
C 0.480 0.557 -0.353
H 1.962 0.927 -1.659
H -2.256 -0.971 -0.453
N -0.583 -1.302 0.625
N 1.879 -1.328 0.150
N 1.332 1.412 -1.030
H 2.579 -1.000 -0.510
N -1.644 -1.756 -0.207
H -1.822 2.177 1.427
H 0.776 2.130 -1.497
O -1.747 1.276 -0.888
H 2.139 -1.350 1.132
C 0.660 -0.748 -0.059
*
```

=====

[7]
ORCA calculation (wB97M-V/def2-TZVPD) on a molecular structure, C9H17N2P.

The value obtained for the relative energy (zero: lowest compared OMol25 entry of this formula, charge and spin) is 112.85 kJ/mol. The gap between HOMO and LUMO comes out at 9.0 eV. Its calculated total energy is -803.8926 Eh. As for the LUMO energy: 0.0303 Ha.

```
! wB97M-V def2-TZVPD RIJCOSX def2/J DEFGRID3
* xyz 0 1
H 2.417 1.806 1.142
C 1.791 0.248 -0.239
H -1.075 2.616 -0.814
H -3.084 -0.630 0.668
H -2.563 0.302 -0.800
C -0.979 -0.545 0.366
C 0.152 0.470 -2.046
C -0.556 -0.332 1.856
H -2.442 1.029 0.865
C 0.395 0.614 -0.570
C -2.318 0.099 0.223
H 0.599 -0.433 1.845
H 0.297 -0.556 -2.327
H -0.942 0.793 -2.382
H 0.760 3.068 -0.920
C 3.446 -1.040 0.049
H 0.125 -2.348 0.123
N 2.255 -0.921 -0.596
P -0.012 2.441 -0.048
H 0.965 0.922 -2.603
H -1.492 -2.763 0.186
C 3.709 0.051 0.821
H 4.520 0.423 1.450
N 2.593 0.831 0.707
H 4.176 -1.779 -0.225
H -1.043 -1.131 2.352
C -0.827 -1.922 -0.135
H -1.012 -2.021 -1.194
H -0.896 0.517 2.286
*
```

=====

[8]
ORCA calculation (wB97M-V/def2-TZVPD) on a molecular structure, C3H5F2N.

The value obtained for the relative energy (zero: lowest compared OMol25 entry of this formula, charge and spin) is 207.49 kJ/mol. The gap between HOMO and LUMO comes out at 9.8 eV. Its calculated total energy is -371.6894 Eh. As for the LUMO energy: 0.0352 Ha.

```
! wB97M-V def2-TZVPD RIJCOSX def2/J DEFGRID3
* xyz 0 1
H 1.057 -2.163 0.473
H 0.760 1.017 -1.344
H -1.653 0.196 1.421
N 0.118 -1.751 0.469
H -2.207 -0.446 -0.293
H 1.495 1.534 0.195
F -1.491 1.350 -0.090
C 1.240 0.728 -0.508
C -1.494 0.110 0.280
F 2.325 0.004 -0.825
C -0.149 -0.580 0.221
*
```